{"formula": "CBrFN2O2", "method": "the ωB97M-V functional and the def2-TZVPD basis", "symbols": ["C", "N", "N", "O", "O", "F", "Br"], "coordinates": [[0.581, 0.137, -0.229], [0.252, 1.070, -0.985], [-0.488, -0.885, -0.011], [-0.170, -1.779, 0.714], [-1.504, -0.792, -0.670], [1.219, 2.059, -1.098], [2.226, -0.487, 0.586]], "forces_ev_per_angstrom": [[1.567, -1.173, 0.856], [0.204, 1.442, 0.015], [-0.595, -0.316, -1.489], [-0.572, -0.681, 0.750], [0.395, 0.207, 0.617], [-0.189, -0.866, 0.000], [-0.810, 1.387, -0.749]], "mulliken_charge": [0.346, -0.150, 0.942, -0.515, -0.496, -0.124, -0.002], "gap_ha": 0.36691, "relative_energy_kj_mol": 64.94, "lumo_energy_ev": -1.3394, "smiles": "O=[N+]([O-])/C(Br)=N/F"}